71
Properties=species:S:1:pos:R:3:forces:R:3:mulliken_spin:R:1 method="wB97M-V/def2-TZVPD" energy_ev=-32643.218 gap_ev="7.3436 / 8.5254" largest_force_ha_per_bohr=0.055 de_lowest_kcal_mol=0.0 lumo_ev="-2.65 / -2.65" total_charge=+1 spin_multiplicity=2
C 3.832 0.632 -0.017 0.3 0.7 -0.2 0.0183
C 2.892 1.821 0.265 0.3 -1.1 -0.1 0.0134
C 1.964 1.371 1.398 0.3 0.2 0.1 0.0377
C 2.133 2.102 -1.027 0.2 0.4 -0.1 0.0117
C 1.464 3.471 -1.156 0.2 -0.1 0.2 -0.0179
C 0.104 3.586 -0.482 -0.2 0.1 -0.3 0.0008
C -0.981 2.772 -1.186 -0.3 0.5 0.6 -0.0005
C -2.329 2.975 -0.466 1.2 -0.2 0.1 0.0001
C -2.423 2.202 0.823 -1.4 0.9 2.2 0.0001
O -3.103 2.560 1.784 1.3 -1.1 -2.2 0.0000
O -1.661 1.042 0.896 -0.5 0.3 -1.0 0.0003
C 2.482 4.544 -0.759 0.0 -0.8 -0.2 0.0176
C 3.199 4.326 0.568 0.4 1.0 0.1 0.0237
C 4.389 5.298 0.590 -0.3 -0.1 0.0 0.0114
C 2.307 4.677 1.786 0.1 0.0 -0.1 0.0280
N 3.756 2.956 0.663 -1.2 0.1 0.5 0.3416
O 4.426 2.741 1.723 0.4 -0.1 -0.1 0.5529
H 3.357 -0.077 -0.688 -0.2 -0.3 0.1 0.0016
H 4.173 0.166 0.897 0.0 -0.2 0.1 -0.0002
H 4.705 1.016 -0.539 0.2 -0.1 -0.1 -0.0113
H 1.201 2.094 1.655 -0.2 0.0 0.0 -0.0101
H 2.547 1.169 2.291 0.2 0.0 0.1 -0.0059
H 1.522 0.428 1.089 -0.3 -0.1 0.0 -0.0005
H 2.847 2.015 -1.845 0.1 0.0 -0.1 0.0027
H 1.412 1.300 -1.168 -0.1 -0.2 0.0 -0.0020
H 1.285 3.613 -2.222 -0.1 0.1 -0.2 -0.0024
H 0.126 3.351 0.578 0.1 -0.1 0.1 -0.0009
H -0.207 4.630 -0.551 0.0 0.2 0.1 0.0003
H -0.733 1.717 -1.180 0.1 -0.2 -0.3 0.0003
H -1.062 3.159 -2.197 0.0 -0.2 -0.3 -0.0001
H -2.400 4.015 -0.172 -0.3 0.2 -0.1 0.0000
H -3.163 2.738 -1.117 -0.3 -0.2 0.1 0.0000
H -2.230 0.399 1.323 0.1 0.0 0.9 -0.0001
H 3.242 4.533 -1.540 0.1 0.1 -0.1 -0.0005
H 2.026 5.528 -0.764 0.0 0.2 0.1 -0.0013
H 4.951 5.176 1.507 0.2 -0.1 0.1 0.0016
H 5.021 5.156 -0.280 0.2 -0.1 -0.1 -0.0060
H 3.990 6.308 0.572 0.0 0.2 -0.1 0.0000
H 1.306 4.958 1.481 -0.2 -0.1 0.0 -0.0006
H 2.278 3.886 2.524 -0.1 -0.2 0.1 -0.0006
H 2.715 5.546 2.290 0.1 0.1 0.1 -0.0036
C -0.909 -6.911 -0.611 -0.1 0.1 0.1 0.0000
C -2.101 -6.450 0.225 0.1 0.0 0.0 0.0000
C -3.106 -5.588 -0.550 0.1 -0.2 0.1 0.0000
C -2.545 -4.326 -1.197 -0.1 -0.2 0.0 0.0000
N -2.694 -3.060 -0.389 0.0 0.4 0.0 0.0000
C -2.199 -3.182 1.024 0.1 0.0 0.1 0.0000
C -0.686 -3.158 0.903 0.1 -0.1 -0.1 -0.0001
C -0.409 -2.246 -0.311 0.1 -0.1 -0.1 0.0006
C -1.773 -2.007 -0.967 0.1 0.0 0.1 -0.0001
C -4.107 -2.588 -0.423 0.0 -0.1 0.0 0.0000
H -0.235 -6.089 -0.862 0.0 0.0 0.0 0.0000
H -0.322 -7.643 -0.059 0.0 0.0 0.0 0.0000
H -1.236 -7.378 -1.541 0.0 0.0 0.0 0.0000
H -1.739 -5.933 1.117 0.0 0.0 0.0 0.0000
H -2.635 -7.330 0.587 0.0 0.0 0.0 0.0000
H -3.958 -5.351 0.092 0.0 0.0 0.0 0.0000
H -3.512 -6.203 -1.355 0.0 0.0 0.0 0.0000
H -3.063 -4.119 -2.132 0.0 0.1 0.0 0.0000
H -1.488 -4.432 -1.434 0.0 0.0 0.1 0.0000
H -2.564 -2.303 1.555 0.0 0.0 0.0 0.0000
H -2.616 -4.068 1.493 0.0 0.0 0.0 0.0000
H -0.298 -4.160 0.722 0.0 0.0 0.0 0.0000
H -0.220 -2.796 1.816 0.0 0.0 0.0 0.0000
H 0.285 -2.723 -1.001 0.0 0.0 0.0 0.0001
H 0.035 -1.296 -0.020 -0.1 0.0 0.0 -0.0002
H -1.767 -2.099 -2.050 -0.1 0.0 0.0 0.0000
H -2.176 -1.035 -0.689 0.0 0.0 0.0 0.0000
H -4.746 -3.336 0.038 0.0 0.0 0.0 0.0000
H -4.396 -2.428 -1.458 0.0 0.0 0.0 0.0000
H -4.176 -1.656 0.130 0.0 0.0 0.0 0.0000

=====

14
Properties=species:S:1:pos:R:3:forces:R:3:nbo_charge:R:1 method="wB97M-V/def2-TZVPD" energy_ev=-10856.967 gap_ev=11.0093 largest_force_ha_per_bohr=0.022 de_lowest_kcal_mol=32.3 lumo_ev=0.73 smiles="NCC=O.O=CO" spin_multiplicity=1
O 2.411 -0.593 1.598 0.4 0.0 -0.1 -0.5132
C 1.248 -0.485 1.861 -0.3 0.2 0.2 0.4360
C 0.147 -0.848 0.907 0.1 0.3 -0.1 -0.3349
N 0.573 -0.683 -0.482 -0.1 -0.5 0.2 -0.8416
H 0.914 -0.125 2.850 0.0 -0.1 0.1 0.1104
H -0.118 -1.872 1.176 -0.2 -0.3 0.0 0.2090
H -0.729 -0.232 1.111 0.0 0.0 -0.1 0.2173
H -0.132 -1.100 -1.077 -0.2 0.1 -0.1 0.3922
H 0.147 0.954 -0.936 0.1 0.1 -0.1 0.5083
H 1.416 -1.228 -0.629 0.2 0.3 0.0 0.3858
O -0.296 1.815 -1.212 0.4 0.0 -0.2 -0.6994
C -1.503 1.527 -1.650 -0.5 0.3 1.0 0.6517
O -2.016 0.439 -1.594 -0.1 -0.4 -0.4 -0.6301
H -2.061 2.432 -1.924 0.2 0.0 -0.4 0.1087

=====

58
Properties=species:S:1:pos:R:3:forces:R:3:nbo_charge:R:1 method="wB97M-V/def2-TZVPD" energy_ev=-77061.517 gap_ev=6.5242 largest_force_ha_per_bohr=0.014 de_lowest_kcal_mol=3.3 lumo_ev=-5.34 total_charge=+1 spin_multiplicity=1
Au -1.150 0.030 -2.651 -0.1 0.4 0.5 1.0956
S -2.076 -0.674 -0.666 -0.1 -0.1 0.0 0.0262
C -1.109 0.121 0.487 0.2 0.0 -0.1 0.1243
N -1.548 0.399 1.681 -0.1 0.1 0.2 -0.2931
C -0.637 0.955 2.698 -0.1 0.0 -0.1 -0.2414
C 0.721 0.348 2.517 0.1 0.0 -0.1 -0.2420
N 1.168 0.592 1.138 0.2 -0.1 0.2 -0.3105
C 2.605 0.921 0.969 -0.1 0.1 0.0 -0.2583
C 2.908 2.266 1.578 0.0 0.0 0.0 0.0055
C 2.431 3.424 0.967 0.0 0.0 0.0 -0.2441
C 2.698 4.664 1.525 0.0 0.0 0.0 -0.1787
C 3.449 4.753 2.692 0.0 0.0 0.0 -0.1890
C 3.930 3.604 3.300 0.0 0.0 0.0 -0.1925
C 3.658 2.360 2.743 0.0 0.0 0.0 -0.2410
C 0.320 0.503 0.147 -0.3 0.0 0.0 0.1003
S 0.729 0.842 -1.449 0.2 -0.1 -0.2 0.0237
C -2.946 0.174 2.134 0.1 -0.1 0.0 -0.2588
C -3.010 -0.960 3.124 0.0 0.0 0.0 0.0043
C -3.273 -0.699 4.463 0.0 0.0 0.0 -0.2387
C -3.322 -1.740 5.381 0.0 0.0 0.0 -0.1911
C -3.104 -3.043 4.961 0.0 0.0 0.0 -0.1877
C -2.841 -3.310 3.621 0.0 0.0 0.0 -0.1789
C -2.797 -2.272 2.705 0.0 0.0 0.0 -0.2446
H -1.040 0.697 3.676 0.0 0.0 0.0 0.2589
H -0.609 2.042 2.595 0.0 0.0 0.0 0.2389
H 0.702 -0.728 2.707 0.0 0.0 0.0 0.2329
H 1.436 0.817 3.189 0.0 0.0 0.0 0.2612
H 2.837 0.905 -0.091 0.0 -0.1 0.0 0.2507
H 3.172 0.130 1.461 0.0 0.0 0.0 0.2328
H 1.860 3.358 0.046 0.0 0.0 0.0 0.2188
H 2.335 5.561 1.043 0.0 0.0 0.0 0.2302
H 3.667 5.722 3.120 0.0 0.0 0.0 0.2322
H 4.524 3.673 4.201 0.0 0.0 0.0 0.2315
H 4.048 1.462 3.212 0.0 0.0 0.0 0.2177
H -3.560 -0.015 1.258 0.0 0.0 0.0 0.2518
H -3.270 1.107 2.594 0.0 0.0 0.0 0.2347
H -3.459 0.318 4.791 0.0 0.0 0.0 0.2186
H -3.537 -1.532 6.420 0.0 0.0 0.0 0.2324
H -3.148 -3.855 5.674 0.0 0.0 0.0 0.2328
H -2.684 -4.328 3.292 0.0 0.0 0.0 0.2290
H -2.613 -2.487 1.657 0.0 0.0 0.0 0.2155
O 1.668 -0.906 -8.002 -0.1 0.1 0.4 -0.6585
C 1.721 -2.046 -7.322 -0.2 0.2 -0.1 0.7835
O 2.275 -3.021 -7.749 0.1 -0.1 0.0 -0.5672
C 1.038 -2.114 -5.989 0.1 0.1 0.0 -0.2345
C 0.907 -3.314 -5.333 -0.1 -0.1 0.1 0.0363
N 0.278 -3.068 -4.170 0.1 0.1 -0.1 -0.3064
N -0.009 -1.772 -4.017 0.2 -0.4 0.0 -0.3454
C 0.440 -1.181 -5.112 -0.2 0.1 0.1 0.0338
C 0.190 0.279 -5.261 -0.2 0.3 0.2 0.7698
O 0.543 0.889 -6.242 0.2 -0.1 -0.3 -0.5789
O -0.439 0.923 -4.284 0.3 -0.2 -0.5 -0.7220
H 1.223 -0.195 -7.481 0.1 -0.1 -0.1 0.5125
H 1.219 -4.298 -5.641 0.0 0.0 0.0 0.2579
H 0.011 -3.730 -3.462 0.0 0.0 0.0 0.4188
S -3.233 -0.189 -3.649 -0.3 -0.2 -0.1 -0.0360
C -2.795 -0.932 -5.098 0.0 0.1 0.0 0.0191
N -2.503 -1.431 -6.096 0.0 0.0 0.0 -0.2929

=====

9
Properties=species:S:1:pos:R:3:forces:R:3:nbo_charge:R:1 method="wB97M-V/def2-TZVPD" energy_ev=-7156.184 gap_ev="6.9159 / 7.2421" largest_force_ha_per_bohr=0.081 de_lowest_kcal_mol=210.0 lumo_ev="-8.27 / -7.98" total_charge=+1 spin_multiplicity=1
C -3.573 -0.590 -0.205 0.3 1.8 -0.7 0.7126
C -2.244 0.860 0.069 1.7 3.8 -0.3 -0.0809
C -1.803 -0.445 0.196 1.8 -0.6 -0.2 0.4803
C 1.049 -0.576 -0.142 -0.4 0.2 0.8 0.0623
N -3.572 0.716 -0.056 -1.1 -0.6 0.6 -0.3750
N -2.631 -1.423 0.089 0.2 -2.2 0.5 -0.4543
H -1.651 1.860 0.110 -1.4 -2.1 -0.2 0.2874
H 1.545 0.437 -0.445 -0.5 -2.0 0.5 0.1789
H 1.613 -1.475 0.345 -0.7 1.8 -1.0 0.1886